No. 1
{
  "formula": "C3H10N2",
  "method": "ωB97M-V with the def2-TZVPD basis set",
  "species": ["N", "C", "C", "C", "N", "H", "H", "H", "H", "H", "H", "H", "H", "H", "H"],
  "positions_angstrom": [[-1.530, -1.151, 0.293], [-0.051, -0.632, 1.115], [0.943, -0.342, -0.023], [0.780, 1.009, -0.713], [-0.470, 1.062, -1.509], [-1.681, -1.960, 0.895], [-1.036, 0.258, -1.270], [0.270, -1.570, 1.554], [-1.301, -0.241, 0.862], [1.891, -0.226, 0.509], [0.936, -1.113, -0.787], [1.587, 1.053, -1.446], [0.830, 1.848, -0.016], [-0.095, 0.142, 1.888], [-1.074, 1.863, -1.353]],
  "e_lumo_ev": 0.9,
  "de_lowest_kj_mol": 339.70,
  "e_tot_ha": -229.67987,
  "homo_lumo_gap_ev": 9.775,
  "charge": 0
}


No. 2
{
  "formula": "C3H10N2",
  "method": "ωB97M-V with the def2-TZVPD basis set",
  "species": ["C", "N", "H", "H", "H", "H", "H", "C", "C", "N", "H", "H", "H", "H", "H"],
  "positions_angstrom": [[4.106, 0.938, -0.143], [2.694, 0.540, -0.720], [4.283, 0.492, 0.870], [4.900, 0.791, -0.845], [3.992, 2.024, -0.025], [2.094, 1.231, -1.021], [2.775, -0.154, -1.497], [-3.401, -1.200, 0.844], [-1.810, -0.025, -0.412], [-2.249, -0.324, 0.741], [-3.623, -1.519, -0.183], [-3.267, -2.069, 1.536], [-4.330, -0.640, 1.176], [-0.792, 0.080, -0.601], [-2.512, -0.029, -1.292]],
  "e_lumo_ev": 1.1,
  "de_lowest_kj_mol": 237.78,
  "e_tot_ha": -229.71869,
  "homo_lumo_gap_ev": 10.208,
  "charge": 0
}


No. 3
{
  "formula": "C3H10N2",
  "method": "ωB97M-V with the def2-TZVPD basis set",
  "species": ["N", "C", "C", "N", "C", "H", "H", "H", "H", "H", "H", "H", "H", "H", "H"],
  "positions_angstrom": [[0.646, 2.480, -0.450], [-0.175, 1.309, -0.777], [0.094, 0.139, 0.173], [-0.251, -1.166, -0.343], [-0.293, -2.247, 0.596], [1.059, 2.325, 0.467], [0.079, 3.300, -0.335], [0.000, 0.999, -1.807], [-1.230, 1.527, -0.585], [-0.528, 0.213, 1.072], [1.155, 0.182, 0.530], [0.269, -1.344, -1.196], [-1.110, -2.969, 0.497], [-0.332, -1.890, 1.627], [0.619, -2.859, 0.532]],
  "e_lumo_ev": 1.2,
  "de_lowest_kj_mol": 81.53,
  "e_tot_ha": -229.77820,
  "homo_lumo_gap_ev": 9.703,
  "charge": 0
}


No. 4
{
  "formula": "C3H10N2",
  "method": "ωB97M-V with the def2-TZVPD basis set",
  "species": ["N", "C", "C", "C", "N", "H", "H", "H", "H", "H", "H", "H", "H", "H", "H"],
  "positions_angstrom": [[-0.363, -1.466, -0.019], [-0.283, -0.025, 0.275], [-1.559, 0.743, -0.132], [0.960, 0.540, -0.343], [2.211, -0.017, 0.043], [-1.309, -1.505, -0.518], [-0.288, -2.181, 0.755], [-0.108, 0.043, 1.341], [-1.463, 1.672, 0.194], [-2.431, 0.398, 0.351], [-1.718, 0.673, -1.234], [1.033, 0.578, -1.460], [1.001, 1.605, 0.022], [2.123, -1.001, -0.307], [2.194, -0.058, 1.031]],
  "e_lumo_ev": 1.1,
  "de_lowest_kj_mol": 90.02,
  "e_tot_ha": -229.77497,
  "homo_lumo_gap_ev": 10.147,
  "charge": 0
}


No. 5
{
  "formula": "C3H10N2",
  "method": "ωB97M-V with the def2-TZVPD basis set",
  "species": ["C", "N", "H", "H", "H", "C", "C", "N", "H", "H", "H", "H", "H", "H", "H"],
  "positions_angstrom": [[1.626, -1.330, -6.042], [0.980, -2.190, -5.378], [1.404, -0.285, -5.892], [2.315, -1.720, -6.791], [0.843, -3.135, -5.723], [-0.674, 1.428, 2.015], [-0.418, 0.329, 3.046], [-0.905, 0.669, 4.373], [-1.135, 1.051, 1.108], [0.287, 1.860, 1.728], [-1.341, 2.200, 2.369], [0.639, 0.055, 3.061], [-1.038, -0.521, 2.729], [-1.451, -0.035, 4.828], [-1.133, 1.624, 4.568]],
  "e_lumo_ev": 1.3,
  "de_lowest_kj_mol": 177.94,
  "e_tot_ha": -229.74148,
  "homo_lumo_gap_ev": 9.909,
  "charge": 0
}


No. 6
{
  "formula": "C3H10N2",
  "method": "ωB97M-V with the def2-TZVPD basis set",
  "species": ["C", "C", "C", "N", "N", "H", "H", "H", "H", "H", "H", "H", "H", "H", "H"],
  "positions_angstrom": [[0.526, -0.773, 0.409], [-0.151, 1.426, -0.291], [-1.671, -0.642, 0.172], [-0.156, -0.009, -0.527], [2.078, -0.496, -0.231], [2.547, 0.394, -0.090], [2.242, -0.896, -1.150], [0.614, -0.402, 1.436], [0.442, -1.847, 0.274], [-1.078, 1.844, -0.686], [0.683, 1.864, -0.834], [-0.074, 1.710, 0.768], [-1.743, -1.718, 0.309], [-2.338, -0.361, -0.639], [-1.922, -0.093, 1.081]],
  "e_lumo_ev": 1.1,
  "de_lowest_kj_mol": 310.24,
  "e_tot_ha": -229.69109,
  "homo_lumo_gap_ev": 9.180,
  "charge": 0
}


No. 7
{
  "formula": "C3H10N2",
  "method": "ωB97M-V with the def2-TZVPD basis set",
  "species": ["N", "C", "N", "H", "H", "H", "H", "H", "H", "C", "C", "H", "H", "H", "H"],
  "positions_angstrom": [[-1.198, 0.593, -1.050], [-0.516, 0.917, 0.191], [-0.737, 2.218, 0.767], [-2.195, 0.470, -0.955], [-0.999, 1.198, -1.828], [-0.781, 0.164, 0.935], [0.551, 0.819, -0.002], [-0.480, 2.992, 0.165], [-1.691, 2.418, 1.041], [0.737, -2.011, -0.121], [1.981, -1.947, 0.345], [-0.035, -2.592, 0.371], [0.437, -1.491, -1.021], [2.279, -2.576, 1.172], [2.648, -1.172, -0.012]],
  "e_lumo_ev": 1.1,
  "de_lowest_kj_mol": 120.76,
  "e_tot_ha": -229.76326,
  "homo_lumo_gap_ev": 9.937,
  "charge": 0
}


No. 8
{
  "formula": "C3H10N2O",
  "method": "ωB97M-V with the def2-TZVPD basis set",
  "species": ["C", "C", "N", "O", "H", "H", "H", "H", "H", "H", "H", "C", "N", "H", "H", "H"],
  "positions_angstrom": [[0.689, -0.364, -1.451], [-1.854, 0.543, -0.177], [-1.406, 1.419, 0.629], [0.025, -1.610, -1.353], [-0.845, -1.652, -1.752], [-0.098, 0.986, 1.382], [-1.288, 2.355, 0.253], [1.738, -0.583, -1.662], [0.339, 0.294, -2.255], [-2.016, -0.451, 0.222], [-2.194, 0.731, -1.194], [1.492, -0.427, 1.994], [1.021, 0.591, 1.452], [0.793, 0.123, -0.401], [2.557, -0.528, 2.202], [1.045, -1.426, 2.111]],
  "e_lumo_ev": 0.6,
  "de_lowest_kj_mol": 419.55,
  "e_tot_ha": -304.91485,
  "homo_lumo_gap_ev": 8.747,
  "charge": 0
}


No. 9
{
  "formula": "C3H10N2O",
  "method": "ωB97M-V with the def2-TZVPD basis set",
  "species": ["C", "C", "O", "N", "C", "N", "H", "H", "H", "H", "H", "H", "H", "H", "H", "H"],
  "positions_angstrom": [[-0.512, -0.288, 0.451], [-1.724, 0.528, 0.948], [-2.946, -0.148, 1.200], [0.023, 0.333, -0.731], [1.455, 0.548, -0.804], [2.209, -0.674, -0.548], [-0.984, -1.306, 0.310], [0.271, -0.579, 1.148], [-1.496, 1.080, 1.876], [-1.957, 1.272, 0.193], [-2.802, -1.035, 1.492], [-0.256, -0.147, -1.572], [1.794, 1.422, -0.230], [1.616, 0.868, -1.853], [2.096, -1.358, -1.291], [3.214, -0.515, -0.589]],
  "e_lumo_ev": 1.0,
  "de_lowest_kj_mol": 172.55,
  "e_tot_ha": -305.00893,
  "homo_lumo_gap_ev": 9.989,
  "charge": 0
}


No. 10
{
  "formula": "C3H10N2O",
  "method": "ωB97M-V with the def2-TZVPD basis set",
  "species": ["C", "N", "C", "O", "C", "N", "H", "H", "H", "H", "H", "H", "H", "H", "H", "H"],
  "positions_angstrom": [[-0.615, 0.224, -0.410], [0.097, 0.409, 0.792], [0.545, 1.677, 1.231], [1.940, 2.044, 0.875], [-0.233, -1.183, -1.050], [-1.176, -2.240, -0.754], [-0.332, 1.111, -0.997], [-1.731, 0.224, -0.245], [0.660, -0.459, 1.093], [-0.079, 2.397, 0.615], [0.638, 1.817, 2.281], [2.617, 1.662, 1.381], [-0.079, -0.960, -2.121], [0.815, -1.549, -0.587], [-0.949, -3.218, -1.158], [-2.118, -1.958, -0.946]],
  "e_lumo_ev": 1.1,
  "de_lowest_kj_mol": 229.62,
  "e_tot_ha": -304.98719,
  "homo_lumo_gap_ev": 9.537,
  "charge": 0
}


No. 11
{
  "formula": "C3H10N2O",
  "method": "ωB97M-V with the def2-TZVPD basis set",
  "species": ["C", "N", "O", "H", "H", "H", "H", "H", "C", "C", "N", "H", "H", "H", "H", "H"],
  "positions_angstrom": [[0.987, 1.110, 1.085], [-0.600, 1.618, -1.642], [0.054, 0.885, -0.773], [-0.132, 1.826, -2.519], [-1.603, 1.719, -1.513], [0.027, 1.330, 1.533], [1.448, 1.946, 0.576], [1.726, 0.711, 1.772], [-1.224, -1.524, -0.095], [1.035, -1.102, 0.456], [0.161, -1.368, -0.475], [-1.864, -1.055, -0.847], [-1.474, -1.136, 0.901], [-1.468, -2.592, -0.115], [0.851, -1.371, 1.498], [2.074, -0.998, 0.158]],
  "e_lumo_ev": [0.2, 0.6],
  "de_lowest_kj_mol": 728.08,
  "e_tot_ha": -304.79734,
  "homo_lumo_gap_ev": [8.517, 8.449],
  "charge": 0
}


No. 12
{
  "formula": "C3H10N2O",
  "method": "ωB97M-V with the def2-TZVPD basis set",
  "species": ["C", "C", "O", "H", "H", "H", "H", "H", "H", "C", "N", "N", "H", "H", "H", "H"],
  "positions_angstrom": [[-0.716, 0.720, 0.993], [-1.093, -1.225, -0.546], [0.094, 0.999, 2.073], [0.855, 1.522, 1.785], [-1.243, 1.570, 0.556], [-1.426, -0.011, 1.365], [-0.644, -1.369, -1.523], [-2.044, -0.715, -0.680], [-1.175, -2.087, 0.112], [1.419, -0.676, -0.276], [0.531, 0.612, -0.309], [0.542, 1.294, -1.367], [-0.211, 1.995, -1.395], [2.456, -0.353, -0.156], [1.440, -1.079, -1.290], [1.216, -1.195, 0.658]],
  "e_lumo_ev": [0.6, 0.7],
  "de_lowest_kj_mol": 710.91,
  "e_tot_ha": -304.80388,
  "homo_lumo_gap_ev": [7.356, 8.625],
  "charge": 0
}


No. 13
{
  "formula": "C3H10N2O",
  "method": "ωB97M-V with the def2-TZVPD basis set",
  "species": ["C", "C", "C", "N", "N", "O", "H", "H", "H", "H", "H", "H", "H", "H", "H", "H"],
  "positions_angstrom": [[-0.540, -0.047, 0.659], [-0.681, 1.416, 0.374], [1.840, -0.076, 0.529], [0.562, -0.756, 0.665], [-0.605, -1.192, -1.615], [-1.634, -0.671, 1.138], [-2.441, -0.210, 0.873], [0.140, -1.398, -0.636], [-1.065, -1.972, -2.085], [-0.008, -0.732, -2.301], [0.082, 1.763, -0.321], [-1.660, 1.626, -0.060], [-0.586, 1.974, 1.311], [2.618, -0.696, 0.978], [1.890, 0.899, 1.020], [2.088, 0.072, -0.529]],
  "e_lumo_ev": 0.8,
  "de_lowest_kj_mol": 217.40,
  "e_tot_ha": -304.99185,
  "homo_lumo_gap_ev": 9.676,
  "charge": 0
}


No. 14
{
  "formula": "C3H10N2O",
  "method": "ωB97M-V with the def2-TZVPD basis set",
  "species": ["C", "C", "N", "H", "H", "H", "H", "H", "H", "N", "C", "O", "H", "H", "H", "H"],
  "positions_angstrom": [[-0.793, 0.781, -2.106], [-1.881, 0.048, -0.176], [-1.032, -0.329, -1.018], [-1.323, 1.703, -1.726], [0.286, 0.801, -2.193], [-1.070, 0.501, -3.151], [-2.988, 0.281, -0.378], [-1.773, -0.159, 0.981], [0.755, 0.947, 0.410], [1.887, 0.799, 0.104], [0.816, -1.468, 2.232], [2.038, -1.521, 2.222], [2.265, 0.161, -0.700], [2.162, 0.152, 1.004], [0.288, -1.054, 1.325], [0.364, -1.645, 3.171]],
  "e_lumo_ev": 0.3,
  "de_lowest_kj_mol": 529.73,
  "e_tot_ha": -304.87289,
  "homo_lumo_gap_ev": 9.295,
  "charge": 0
}


No. 15
{
  "formula": "C3H10N2O",
  "method": "ωB97M-V with the def2-TZVPD basis set",
  "species": ["C", "C", "N", "H", "H", "H", "H", "H", "H", "N", "C", "O", "H", "H", "H", "H"],
  "positions_angstrom": [[-0.458, 1.673, 1.141], [0.599, 1.039, -0.910], [-0.326, 1.719, -0.312], [-1.409, 1.229, 1.398], [-0.375, 2.665, 1.584], [0.328, 1.032, 1.510], [1.381, 0.570, -0.353], [0.678, 1.089, -1.987], [-1.135, 1.989, -0.842], [0.106, -2.768, -0.234], [0.217, -1.351, 0.063], [-0.812, -0.820, 0.651], [-0.869, -3.034, -0.235], [0.619, -3.077, -1.037], [1.204, -1.188, 0.556], [0.254, -0.766, -0.993]],
  "e_lumo_ev": 0.3,
  "de_lowest_kj_mol": 411.78,
  "e_tot_ha": -304.91781,
  "homo_lumo_gap_ev": 7.579,
  "charge": 0
}


No. 16
{
  "formula": "C3H10N2O",
  "method": "ωB97M-V with the def2-TZVPD basis set",
  "species": ["C", "N", "C", "H", "H", "H", "H", "H", "H", "H", "C", "N", "O", "H", "H", "H"],
  "positions_angstrom": [[-0.146, 0.533, -2.357], [1.049, -0.125, -2.822], [2.270, 0.184, -2.038], [-0.957, 0.598, -3.084], [-0.642, -0.113, -1.617], [0.019, 1.511, -1.883], [1.215, 0.056, -3.799], [2.052, 1.160, -1.587], [3.093, 0.101, -2.726], [2.389, -0.506, -1.200], [-2.311, -0.252, 3.992], [-1.148, -0.872, 3.609], [-2.889, -0.702, 4.957], [-2.699, 0.474, 3.279], [-0.417, -0.367, 3.136], [-0.876, -1.679, 4.143]],
  "e_lumo_ev": 0.6,
  "de_lowest_kj_mol": 133.39,
  "e_tot_ha": -305.02384,
  "homo_lumo_gap_ev": 9.407,
  "charge": 0
}


No. 17
{
  "formula": "C3H10N2O",
  "method": "ωB97M-V with the def2-TZVPD basis set",
  "species": ["C", "C", "C", "N", "N", "O", "H", "H", "H", "H", "H", "H", "H", "H", "H", "H"],
  "positions_angstrom": [[-0.230, -0.122, 1.063], [-0.797, 0.504, -1.613], [2.236, -0.078, 1.274], [0.941, -0.710, 1.006], [-2.099, -0.155, -0.843], [-0.231, 1.311, -0.777], [0.999, -1.589, 0.509], [-2.774, 0.582, -0.663], [-2.553, -0.949, -1.292], [-1.520, -0.390, 0.125], [-0.163, 0.825, 1.603], [-1.224, 0.941, -2.537], [-0.256, -0.435, -1.886], [2.581, 0.449, 0.381], [2.971, -0.828, 1.570], [2.118, 0.645, 2.080]],
  "e_lumo_ev": 1.0,
  "de_lowest_kj_mol": 395.10,
  "e_tot_ha": -304.92416,
  "homo_lumo_gap_ev": 8.722,
  "charge": 0
}


No. 18
{
  "formula": "C3H10N2O2",
  "method": "ωB97M-V with the def2-TZVPD basis set",
  "species": ["C", "C", "C", "N", "N", "O", "O", "H", "H", "H", "H", "H", "H", "H", "H", "H", "H"],
  "positions_angstrom": [[0.896, 0.233, 0.525], [-0.755, 1.121, -1.940], [0.077, -1.897, -0.240], [-0.145, -0.475, -0.079], [0.406, 0.163, 2.097], [0.247, 0.222, -1.544], [-0.617, 1.103, 2.362], [-0.151, 1.897, 2.656], [-0.036, -0.732, 2.301], [0.923, 1.307, 0.355], [1.878, -0.247, 0.535], [-0.353, 1.729, -2.756], [-1.650, 0.593, -2.288], [-1.051, 1.785, -1.116], [1.120, -2.173, -0.437], [-0.270, -2.405, 0.660], [-0.519, -2.225, -1.091]],
  "e_lumo_ev": 1.1,
  "de_lowest_kj_mol": 607.19,
  "e_tot_ha": -380.10540,
  "homo_lumo_gap_ev": 9.719,
  "charge": 0
}